(1)
Molecular formula: C5H11OP
Method: DFT, ωB97M-V with the def2-TZVPD basis set

Each atom is followed by the atoms it is bonded to, with distances in Å.
Cartesian coordinates (Å):
1 C 1.66235 -1.02400 -0.32244  C2 1.302, H8 1.083, H9 1.047
2 C 0.55306 -0.88054 0.34343  C1 1.302, C3 1.479, P5 1.946
3 C -0.54761 -1.84715 0.55041  C2 1.479, C4 1.586, H10 1.078, H11 1.187
4 C -1.60961 -1.43349 -0.55247  C3 1.586, H12 1.062, H13 1.068, H14 1.150
5 P -0.02223 0.83766 1.05364  C2 1.946, O6 1.630, H15 1.469
6 O 1.11529 1.90964 1.51475  P5 1.630, C7 1.428
7 C 1.56527 2.86109 0.54959  O6 1.428, H16 1.106, H17 1.058, H18 1.185
8 H 2.30958 -0.15581 -0.32001  C1 1.083
9 H 1.92175 -1.84499 -0.91799  C1 1.047
10 H -0.24655 -2.88157 0.51014  C3 1.078
11 H -1.06459 -1.60049 1.59050  C3 1.187
12 H -2.02684 -0.48734 -0.30964  C4 1.062
13 H -2.29028 -2.18667 -0.88343  C4 1.068
14 H -0.89799 -1.15638 -1.41249  C4 1.150
15 H -0.04847 0.14842 2.35031  P5 1.469
16 H 2.57488 2.59948 0.18078  C7 1.106
17 H 1.59982 3.79897 1.03876  C7 1.058
18 H 0.82419 2.80714 -0.37305  C7 1.185

Calculated values
HOMO energy = -8.69 eV
electronic energy = -16697.4196 eV
largest force on an atom = 3.569 eV Å⁻¹
ΔE to the lowest compared entry with this formula, charge and spin = 51.77 kcal/mol
structure (SMILES) = C=C(CC)POC

Löwdin atomic charge list, values in e, 8 entries: atom 1 (C): -0.021, atom 2 (C): -0.544, atom 3 (C): -0.281, atom 4 (C): -0.111, atom 5 (P): 0.952, atom 6 (O): -0.509, atom 7 (C): -0.176, atom 8 (H): 0.046

(2)
Molecular formula: C5H11OPS
Method: DFT, ωB97M-V with the def2-TZVPD basis set

Each atom is followed by the atoms it is bonded to, with distances in Å.
Cartesian coordinates (Å):
1 C 0.31666 0.77210 0.28298  C2 1.545, C4 1.500, H9 1.094, H10 1.151
2 C -0.04132 -0.33533 1.29912  C1 1.545, P7 1.818, H11 1.165, H12 1.137
3 C 0.59129 1.13142 -2.16658  C4 1.282, H13 1.097, H14 1.091
4 C 0.52531 0.36135 -1.14405  C1 1.500, C3 1.282, C5 1.482
5 C 0.67078 -1.10136 -1.32893  C4 1.482, H16 1.192, H17 1.019, H18 1.019
6 O -1.78817 -1.33477 3.00305  P7 1.696, H19 0.946
7 P -1.78305 -0.15196 1.78721  C2 1.818, O6 1.696, S8 1.916, H15 1.312
8 S -3.09119 -0.37584 0.40581  P7 1.916
9 H -0.40392 1.57965 0.12176  C1 1.094
10 H 1.15273 1.39770 0.76705  C1 1.151
11 H 0.08895 -1.38258 0.80512  C2 1.165
12 H 0.71024 -0.22182 2.14512  C2 1.137
13 H 0.57389 2.20598 -1.94497  C3 1.097
14 H 0.52294 0.80981 -3.20676  C3 1.091
15 H -1.85407 0.79005 2.69776  P7 1.312
16 H -0.33812 -1.58223 -0.91502  C5 1.192
17 H 1.36977 -1.43163 -0.66530  C5 1.019
18 H 0.64705 -1.26302 -2.33442  C5 1.019
19 H -2.53911 -1.90494 3.07924  O6 0.946

Calculated values
<S²> = 2.01
HOMO energy (alpha / beta) = -4.76 / -9.25 eV
electronic energy = -27529.2974 eV
largest force on an atom = 14.350 eV Å⁻¹
spin multiplicity = 3

Löwdin atomic charge list, values in e, 8 entries: atom 1 (C): -0.252, atom 2 (C): -0.340, atom 3 (C): 0.036, atom 4 (C): -0.412, atom 5 (C): -0.044, atom 6 (O): -0.308, atom 7 (P): 0.288, atom 8 (S): 0.223

(3)
Molecular formula: C5H11OS
Method: DFT, ωB97M-V with the def2-TZVPD basis set

Each atom is followed by the atoms it is bonded to, with distances in Å.
Cartesian coordinates (Å):
1 C 0.30862 1.05662 -0.54022  C2 1.480, C3 1.553, H8 1.127, H9 1.113
2 C 1.77705 0.92804 -0.67672  C1 1.480, C4 1.343, H11 1.070
3 C -0.44416 0.27088 0.56717  C1 1.553, S7 1.850, H12 1.154, H13 1.051
4 C 2.66259 1.93701 -0.70046  C2 1.343, H14 1.055, H15 1.017
5 C -1.75438 -2.11678 1.00984  S7 1.739, H16 1.040, H17 1.120, H18 1.156
6 O -1.32868 -1.45246 -1.34094  S7 1.633, H10 0.965
7 S -0.45194 -1.50152 0.03583  C3 1.850, C5 1.739, O6 1.633
8 H -0.24574 2.03347 -0.44582  C1 1.127
9 H -0.07019 0.58860 -1.47671  C1 1.113
10 H -0.82720 -1.90776 -2.02862  O6 0.965
11 H 2.18848 -0.05004 -0.81493  C2 1.070
12 H 0.23489 0.31192 1.49872  C3 1.154
13 H -1.46834 0.37657 0.77856  C3 1.051
14 H 3.59281 1.63682 -1.09619  C4 1.055
15 H 2.16631 2.82253 -0.75544  C4 1.017
16 H -2.68568 -1.88106 0.61107  C5 1.040
17 H -1.83346 -1.53013 1.96112  C5 1.120
18 H -1.86297 -3.23895 1.26685  C5 1.156

Calculated values
HOMO energy = -13.48 eV
electronic energy = -18236.4007 eV
largest force on an atom = 4.100 eV Å⁻¹
net charge = +1
ΔE to the lowest compared entry with this formula, charge and spin = 43.52 kcal/mol

Löwdin atomic charge list, values in e, 8 entries: atom 1 (C): -0.248, atom 2 (C): -0.193, atom 3 (C): -0.270, atom 4 (C): 0.072, atom 5 (C): -0.262, atom 6 (O): -0.269, atom 7 (S): 1.128, atom 8 (H): 0.154

(4)
Molecular formula: C5H11P
Method: DFT, ωB97M-V with the def2-TZVPD basis set

Each atom is followed by the atoms it is bonded to, with distances in Å.
Cartesian coordinates (Å):
1 C 0.69854 1.53042 -1.84617  P2 1.638, H4 1.067
2 P -0.34173 0.29927 -1.55531  C1 1.638, C3 1.821, H5 1.499
3 C -1.35376 -0.12008 -3.00975  P2 1.821, H6 1.077, H7 1.128, H8 1.203
4 H 1.27267 1.86064 -1.01014  C1 1.067
5 H -0.94302 -0.66660 -0.57893  P2 1.499
6 H -1.33150 -1.15692 -3.30044  C3 1.077
7 H -1.12628 0.59086 -3.85507  C3 1.128
8 H -2.52114 -0.10363 -2.71871  C3 1.203
9 C -0.65868 -0.32438 1.57567  C10 1.316, H12 1.077, H13 1.186
10 C 0.58009 -0.73335 1.74765  C9 1.316, C11 1.434, H14 1.085
11 C 1.62395 0.02562 2.37361  C10 1.434, H15 1.110, H16 1.114, H17 1.132
12 H -1.40624 -0.94480 1.11055  C9 1.077
13 H -1.00599 0.78310 1.81860  C9 1.186
14 H 0.89726 -1.72458 1.44217  C10 1.085
15 H 1.69179 1.02643 1.89900  C11 1.110
16 H 2.61776 -0.47189 2.45241  C11 1.114
17 H 1.30629 0.12989 3.45485  C11 1.132

Calculated values
HOMO energy = -8.68 eV
electronic energy = -14646.7463 eV
largest force on an atom = 3.102 eV Å⁻¹
ΔE to the lowest compared entry with this formula, charge and spin = 105.53 kcal/mol
structure (SMILES) = C#[PH]C.C=CC

Löwdin atomic charge list, values in e, 8 entries: atom 1 (C): -0.285, atom 2 (P): 0.729, atom 3 (C): -0.373, atom 4 (H): -0.112, atom 5 (H): -0.027, atom 6 (H): 0.004, atom 7 (H): 0.046, atom 8 (H): 0.078